DFT (wB97M-V/def2-TZVPD) results for C32H45ClFMg2N2O9 as an isolated structure.

The charge is +1. The gap between HOMO and LUMO comes out at 1.84 eV. The calculation puts the maximum force at 0.0348 Eh/bohr. The total energy is -2992.51256 hartree.

Each line ends with the Mulliken charge.
Positions of all 92 atoms, in Å:
1 C 0.19 7.95 6.36  -0.8147
2 C -0.36 8.11 5.14  -0.1010
3 C 0.41 8.54 4.03  0.1138
4 C 1.85 8.19 3.80  -0.9068
5 C 1.99 6.65 3.82  -0.8589
6 C 1.07 5.90 2.85  -0.0583
7 C 1.73 4.61 2.33  -0.4580
8 C 0.91 3.35 2.58  -1.1018
9 H 1.01 8.58 6.70  0.3556
10 H -0.20 7.19 7.03  0.3028
11 H -1.42 7.92 4.97  0.3478
12 H -0.19 8.24 3.19  0.0754
13 H 2.16 8.56 2.81  0.4658
14 H 2.50 8.66 4.53  0.2957
15 H 3.03 6.43 3.61  0.7114
16 H 1.77 6.34 4.84  0.2314
17 H 0.80 6.55 2.01  0.1189
18 H 0.13 5.65 3.36  0.2526
19 H 2.71 4.51 2.81  0.3628
20 H 1.88 4.70 1.25  0.3345
21 H 0.81 2.75 1.67  0.1312
22 H 1.37 2.72 3.37  0.3303
23 H -0.10 3.59 2.90  0.4024
24 Mg -0.43 9.65 2.00  0.4127
25 Cl 2.95 4.26 5.34  -0.2926
26 N 2.44 -0.21 -0.76  0.0177
27 C 2.83 0.82 -1.64  -0.3312
28 C 3.28 1.84 -0.85  -0.7702
29 C 3.13 1.44 0.51  -0.2915
30 C 2.63 0.18 0.54  -0.8879
31 H 2.09 -1.13 -1.02  0.3137
32 H 2.78 0.72 -2.71  0.5644
33 H 3.65 2.78 -1.20  0.4426
34 H 3.38 2.03 1.38  0.6120
35 H 2.37 -0.46 1.36  0.4406
36 F 0.38 2.30 4.86  -0.5304
37 O 1.56 10.11 8.50  -0.6336
38 H 1.22 10.74 7.86  0.3190
39 H 1.14 10.37 9.32  0.3218
40 Mg 0.41 -0.33 -1.86  0.6633
41 C 1.92 -5.99 -0.30  -1.1636
42 C 3.30 -5.87 -0.93  -0.2911
43 C 3.78 -4.42 -1.02  -0.4367
44 C 2.96 -3.63 -1.94  0.3208
45 N 2.32 -3.07 -2.71  -0.5042
46 H 1.16 -5.50 -0.92  0.3003
47 H 1.64 -7.03 -0.21  0.2849
48 H 1.90 -5.54 0.69  0.4077
49 H 3.30 -6.32 -1.93  0.2018
50 H 4.03 -6.42 -0.34  0.3350
51 H 4.82 -4.36 -1.38  0.3493
52 H 3.76 -3.94 -0.04  0.3114
53 C -5.68 -3.10 -3.94  -0.3712
54 C -5.78 -2.36 -5.03  -0.3668
55 C -4.60 -1.66 -5.61  0.3675
56 O -4.69 -0.97 -6.60  -0.5554
57 C -3.30 -1.83 -4.91  -0.3165
58 C -3.20 -2.58 -3.82  -0.3451
59 C -4.38 -3.28 -3.24  0.4037
60 O -4.28 -3.96 -2.25  -0.5799
61 H -6.53 -3.62 -3.50  0.4208
62 H -6.72 -2.21 -5.56  0.4193
63 H -2.46 -1.31 -5.35  0.4041
64 H -2.27 -2.73 -3.28  0.4856
65 O -4.13 -0.33 -1.44  -0.5262
66 C -4.12 0.51 -0.58  0.7049
67 O -4.71 0.25 0.59  -0.3663
68 C -4.60 1.12 1.73  -0.3916
69 C -5.62 2.24 1.69  -0.9560
70 C -3.49 1.86 -0.84  -0.8411
71 H -3.58 1.49 1.83  0.3630
72 H -4.79 0.47 2.58  0.2966
73 H -5.47 2.90 0.84  0.2715
74 H -5.55 2.83 2.61  0.3536
75 H -6.63 1.82 1.62  0.3016
76 H -4.21 2.52 -1.34  0.2682
77 H -2.66 1.69 -1.51  0.2062
78 H -3.12 2.37 0.05  0.3295
79 C 1.63 -9.77 -2.98  -1.0992
80 C 2.06 -10.59 -3.95  0.3825
81 C 2.02 -10.21 -5.42  1.0485
82 O 2.45 -11.03 -6.20  -0.6146
83 C 1.48 -8.92 -5.79  -1.0212
84 C 1.05 -8.10 -4.81  0.3211
85 C 1.11 -8.48 -3.34  1.0953
86 O 0.71 -7.64 -2.55  -0.5891
87 O 0.54 -6.90 -5.02  -0.5685
88 O 2.55 -11.79 -3.74  -0.5721
89 H 1.66 -10.04 -1.93  0.4577
90 H 1.44 -8.65 -6.83  0.4357
91 H 0.31 -6.55 -4.14  0.3446
92 H 2.78 -12.16 -4.62  0.3807

DFT (wB97M-V/def2-TZVPD) results for an isolated molecule of C5H13N2.

As for the spin multiplicity: 2. The gap between HOMO and LUMO (spin up / spin down) comes out at 4.13 / 8.93 eV. The calculation puts the maximum force at 0.0521 Eh/bohr. The expectation value of S² is 0.752. The total energy is -307.63596 hartree.

Each line ends with the Löwdin spin population.
Positions of all 20 atoms, in Å:
1 C 2.24 -0.31 0.69  0.1229
2 C 1.12 -1.26 0.20  0.0334
3 C 0.00 -0.55 -0.58  0.0328
4 C -1.02 -0.01 0.11  0.0612
5 N -2.08 0.56 -0.50  0.0191
6 C -3.35 0.63 0.27  0.0031
7 N 2.46 0.69 -0.46  0.2180
8 H 1.82 0.24 1.57  0.0220
9 H 3.12 -0.88 0.99  0.0334
10 H 1.51 -1.88 -0.58  0.0183
11 H 0.73 -1.85 1.17  0.0036
12 H -0.04 -0.71 -1.71  0.0197
13 H -0.88 0.30 1.15  0.0035
14 H -2.21 0.34 -1.48  0.0021
15 H -3.67 1.74 0.29  0.0002
16 H -4.12 -0.10 -0.21  0.0006
17 H -3.10 0.35 1.29  0.0006
18 H 1.47 0.99 -0.71  0.0889
19 H 2.89 0.24 -1.25  0.1521
20 H 3.12 1.46 -0.25  0.1646

DFT (wB97M-V/def2-TZVPD) results for a 2-piece molecular cluster, C2H4N6 overall.

The gap between HOMO and LUMO comes out at 8.82 eV. The calculation puts the maximum force at 0.1920 Eh/bohr. The total energy is -406.87752 hartree.

Each line ends with the Mulliken charge.
Positions of all 12 atoms, in Å:
1 C 1.10 -0.89 0.49  0.0110
2 C -0.77 0.96 0.62  -0.2936
3 H 2.93 0.96 -1.24  0.2941
4 H 1.12 1.67 -0.40  0.2802
5 H 0.84 -1.92 0.92  0.3318
6 H -0.26 1.80 0.95  0.5975
7 N 2.24 0.87 -0.31  -0.3572
8 N 2.27 -0.46 -0.25  -0.2697
9 N -0.23 -0.30 0.56  0.2789
10 N -2.00 0.85 -0.05  -0.2708
11 N -2.17 -0.36 -0.68  -0.2750
12 N -1.04 -1.01 -0.26  -0.3272

DFT (wB97M-V/def2-TZVPD) results for a 8-piece molecular cluster, C4H25N2O8 overall.

The charge is +2. As for the spin multiplicity: 2. The gap between HOMO and LUMO (spin up / spin down) comes out at 11.01 / 3.26 eV. The calculation puts the maximum force at 0.0540 Eh/bohr. The expectation value of S² is 0.758. The total energy is -878.12729 hartree.

Each line ends with the Löwdin spin population.
Positions of all 39 atoms, in Å:
1 O -0.76 -1.17 1.17  0.0875
2 C -1.40 -0.65 0.25  0.0089
3 N -2.62 -0.15 0.40  0.0029
4 C -0.80 -0.29 -1.11  0.0063
5 N 0.70 -0.37 -0.98  -0.0014
6 C -1.46 -2.79 -1.63  0.0004
7 C -1.22 -1.35 -2.16  0.0010
8 H -3.12 0.27 -0.37  0.0003
9 H -3.15 -0.33 1.24  -0.0003
10 H -1.03 0.68 -1.53  0.0004
11 H 1.00 -0.60 -0.03  -0.0011
12 H 1.07 0.60 -1.09  -0.0001
13 H 1.19 -1.03 -1.56  0.0000
14 H -1.03 -2.98 -0.65  0.0000
15 H -1.03 -3.55 -2.26  0.0000
16 H -2.53 -2.95 -1.54  0.0000
17 H -0.51 -1.42 -2.99  0.0005
18 H -2.10 -1.01 -2.71  0.0000
19 H 3.60 0.79 -0.03  -0.0002
20 H 2.58 1.92 0.11  0.0002
21 O 3.30 1.46 0.59  0.0239
22 H 0.87 3.21 -1.12  0.0000
23 H 1.79 2.72 -2.22  0.0000
24 O 1.39 2.43 -1.40  0.0001
25 H 1.18 -2.55 2.78  0.0013
26 H 0.62 -1.09 2.43  -0.0038
27 O 1.41 -1.61 2.70  0.5642
28 H -0.92 4.43 -0.01  0.0000
29 H -0.50 3.11 0.73  0.0001
30 O -0.85 3.47 -0.08  0.0001
31 H 2.97 0.12 -3.20  0.0000
32 H 3.88 0.88 -2.15  0.0000
33 O 2.99 0.59 -2.36  -0.0001
34 H -0.64 -1.12 3.80  -0.0073
35 H -1.74 -1.67 3.00  0.0010
36 O -1.48 -1.59 3.94  0.2816
37 H -0.21 1.62 3.88  -0.0001
38 H -1.12 0.74 3.17  -0.0012
39 O -0.32 1.25 2.99  0.0349

DFT (wB97M-V/def2-TZVPD) results for a 2-piece molecular cluster, C3H2O2S overall.

The SMILES is C=C=O.O=C=S. The gap between HOMO and LUMO comes out at 10.02 eV. The calculation puts the maximum force at 0.0505 Eh/bohr. The total energy is -664.14972 hartree.

Each line ends with the Mulliken charge.
Positions of all 8 atoms, in Å:
1 C 0.07 -0.28 0.08  -0.9100
2 C 0.97 -1.17 0.28  0.6894
3 O 1.72 -1.97 0.65  -0.3607
4 H -0.81 -0.75 -0.18  0.3048
5 H 0.49 0.67 0.18  0.3026
6 O 2.71 1.23 1.14  -0.3842
7 C 3.42 0.65 0.42  0.6413
8 S 4.25 -0.09 -0.63  -0.2832

DFT (wB97M-V/def2-TZVPD) results for an isolated molecule of C16H25NO4Si.

The SMILES is CC1=[N+]([O-])O[C@@]2(O[Si](C)(C)C)CCCC[C@H]2[C@H]1c1ccoc1. The gap between HOMO and LUMO comes out at 9.04 eV. The calculation puts the maximum force at 0.0822 Eh/bohr. The total energy is -1269.79879 hartree.

Each line ends with the Mulliken charge.
Positions of all 47 atoms, in Å:
1 C -1.76 -0.83 -3.18  -1.7997
2 C -1.13 -0.37 -1.94  -0.3064
3 N 0.20 -0.05 -1.96  0.9845
4 O 0.98 -0.30 -2.93  -0.7658
5 O 0.70 0.64 -0.87  -0.4016
6 C 0.43 0.12 0.46  0.6770
7 O 1.50 -0.74 0.91  -0.3588
8 Si 2.82 -1.09 0.00  0.6450
9 C 2.41 -2.58 -1.05  -1.0683
10 C 3.40 0.34 -1.05  -0.9660
11 C 4.10 -1.53 1.28  -1.2385
12 C 0.37 1.38 1.45  -1.1062
13 C -0.20 0.94 2.81  -0.9467
14 C -1.63 0.37 2.57  -0.4036
15 C -1.58 -0.93 1.78  -1.4213
16 C -0.86 -0.77 0.41  -0.7264
17 C -1.86 -0.27 -0.66  0.7725
18 C -2.41 1.12 -0.43  -0.2434
19 C -1.91 2.38 -0.83  -0.5854
20 C -2.86 3.34 -0.52  -0.6105
21 O -3.92 2.70 0.01  -0.3890
22 C -3.65 1.35 0.09  -0.1886
23 H -1.01 -1.16 -3.87  0.4872
24 H -2.45 -1.65 -3.03  0.3882
25 H -2.28 -0.01 -3.66  0.3118
26 H 1.44 -2.47 -1.54  0.2408
27 H 3.22 -2.87 -1.72  0.3997
28 H 2.28 -3.39 -0.35  0.3276
29 H 2.75 0.43 -1.92  0.2101
30 H 4.42 0.35 -1.39  0.5157
31 H 3.20 1.17 -0.36  0.2512
32 H 5.11 -1.26 0.99  0.3731
33 H 4.02 -2.61 1.50  0.2647
34 H 3.87 -0.96 2.16  0.2945
35 H -0.21 2.16 0.97  0.3212
36 H 1.37 1.82 1.61  0.5143
37 H -0.22 1.74 3.55  0.5170
38 H 0.46 0.20 3.30  0.2945
39 H -2.21 0.25 3.49  0.4075
40 H -2.15 1.16 2.01  0.1521
41 H -2.58 -1.34 1.64  0.4683
42 H -1.00 -1.63 2.37  0.3839
43 H -0.46 -1.73 0.08  0.5549
44 H -2.70 -0.96 -0.66  1.2995
45 H -0.93 2.58 -1.25  0.6482
46 H -2.79 4.43 -0.72  0.3927
47 H -4.30 0.54 0.48  0.4282

- What is the maximum force in the second record?
  0.0521 Eh/bohr